{"formula": "C35H22Cl5N2O7PS2TeW", "method": "ωB97M-V/def2-TZVPD", "symbols": ["W", "Te", "Cl", "Cl", "Cl", "Cl", "Cl", "S", "S", "P", "O", "O", "O", "O", "O", "O", "O", "N", "N", "C", "C", "C", "C", "C", "C", "C", "C", "C", "C", "C", "C", "C", "C", "C", "C", "C", "C", "C", "C", "C", "C", "C", "C", "C", "C", "C", "C", "C", "C", "C", "C", "C", "C", "C", "H", "H", "H", "H", "H", "H", "H", "H", "H", "H", "H", "H", "H", "H", "H", "H", "H", "H", "H", "H", "H", "H"], "xyz": [[1.1422, 0.9393, 0.9036], [1.4130, 2.5933, -0.8388], [1.3395, -7.2562, 1.2763], [7.5193, 2.6964, 2.4402], [4.6309, 3.4005, 3.5056], [7.8725, 0.4532, 0.2898], [5.3230, -1.0990, -0.7713], [-0.0142, 1.0444, 3.5033], [-0.9367, 2.3278, -3.2812], [-1.5474, 0.7705, 0.6598], [0.6123, -0.1543, 2.8959], [2.5087, 1.6907, 2.1775], [0.4153, 1.4454, 4.7942], [0.5944, -0.7744, 0.0964], [2.7968, -0.1059, 0.5390], [0.1250, 2.0860, 2.4054], [1.2936, -1.3709, -1.9331], [1.0468, 0.6665, -3.7956], [0.7797, 2.4089, -5.3279], [-2.3911, 0.5684, 2.2908], [1.0611, -1.6478, -0.7729], [1.2734, -5.6243, 0.6887], [1.2449, -4.0931, -1.1410], [-2.4453, 2.2043, -0.0045], [-3.7620, 0.3504, 4.7279], [5.1961, 0.1378, 0.4205], [6.3079, 0.8333, 0.9002], [-4.3250, 3.1808, -1.1520], [1.1955, -4.5801, 1.5972], [-2.6013, -3.1306, -1.5223], [1.8298, 1.9411, -5.9558], [-1.7417, 0.7282, 3.5132], [-1.9420, 3.4804, 0.2370], [4.8780, 2.1591, 2.3429], [1.1512, -3.0354, -0.2445], [2.1313, 0.1900, -4.4284], [-2.6253, 4.5970, -0.2188], [1.2996, -5.3964, -0.6790], [6.1479, 1.8341, 1.8575], [-2.4030, 0.6251, 4.7250], [1.1266, -3.2802, 1.1243], [-2.1312, -1.9195, 0.4966], [2.5768, 0.8194, -5.5489], [-2.1017, -0.7186, -0.2185], [-3.6491, 2.0615, -0.6926], [-2.3826, -3.1168, -0.1508], [3.7807, 1.4630, 1.8651], [0.3568, 1.7838, -4.1978], [-3.8130, 4.4491, -0.9189], [-3.7553, 0.3015, 2.3192], [3.9473, 0.4547, 0.9190], [-4.4328, 0.1891, 3.5251], [-2.5521, -1.9465, -2.2404], [-2.2921, -0.7436, -1.5961], [-2.7970, -4.0664, -2.0299], [0.7490, 0.1701, -2.9549], [-2.7030, -1.9508, -3.3122], [-5.2501, 3.0592, -1.6999], [-4.2988, 0.1738, 1.3915], [-2.2041, 0.1634, -2.1792], [1.3636, -6.2306, -1.3633], [3.4450, 0.4788, -6.0893], [1.1888, -4.7873, 2.6581], [1.0572, -2.4538, 1.8189], [-2.2209, 5.5827, -0.0309], [2.1217, 2.4822, -6.8510], [-4.0587, 1.0794, -0.8874], [-5.4941, -0.0216, 3.5201], [2.5857, -0.6820, -3.9785], [-1.9311, -1.9246, 1.5611], [-4.3380, 5.3208, -1.2868], [-2.3922, -4.0399, 0.4141], [1.2675, -3.8825, -2.2018], [-4.2946, 0.2710, 5.6658], [-1.0182, 3.6069, 0.7863], [-1.8503, 0.7695, 5.6431]], "forces_ev_per_a": [[0.421, -0.503, 0.495], [-0.201, 0.001, -0.040], [0.002, 0.001, -0.001], [0.002, 0.000, -0.001], [-0.002, 0.005, -0.011], [0.003, 0.001, 0.001], [-0.001, 0.011, 0.000], [-0.084, 0.058, -0.083], [0.017, -0.018, -0.050], [-0.054, 0.103, -0.029], [-0.056, -0.016, -0.021], [-0.055, 0.081, -0.187], [-0.040, -0.018, 0.038], [0.087, 0.064, 0.036], [-0.057, 0.034, -0.070], [0.060, 0.044, 0.061], [0.038, 0.054, -0.003], [0.004, 0.004, -0.027], [0.045, 0.005, -0.010], [-0.001, 0.062, 0.005], [-0.165, -0.073, -0.089], [-0.005, -0.008, 0.003], [0.034, 0.006, 0.008], [-0.044, -0.044, -0.055], [0.013, 0.011, -0.012], [0.003, -0.129, 0.039], [-0.003, -0.030, -0.006], [0.003, 0.024, 0.002], [-0.014, 0.009, 0.003], [-0.003, -0.018, 0.004], [-0.008, 0.017, 0.002], [0.028, -0.022, -0.007], [0.003, 0.015, 0.040], [-0.037, -0.025, 0.138], [0.061, 0.026, 0.010], [0.053, -0.007, -0.013], [0.012, -0.012, 0.009], [-0.007, 0.003, -0.006], [0.001, 0.010, 0.028], [-0.018, 0.005, 0.006], [0.004, -0.015, -0.014], [-0.066, 0.052, -0.012], [-0.014, -0.002, 0.004], [0.055, -0.098, 0.097], [0.011, -0.005, 0.013], [-0.015, 0.024, 0.000], [0.072, 0.046, -0.252], [-0.125, -0.006, 0.010], [-0.004, -0.020, -0.014], [-0.013, -0.032, -0.019], [0.011, 0.205, -0.039], [-0.003, -0.004, -0.005], [0.009, 0.025, -0.004], [0.047, 0.029, -0.043], [0.002, 0.000, 0.001], [0.039, -0.010, 0.054], [-0.001, -0.003, 0.000], [0.001, 0.001, -0.004], [0.012, 0.009, -0.006], [-0.009, 0.085, -0.017], [0.001, -0.001, 0.001], [0.000, -0.003, 0.000], [-0.002, 0.000, 0.001], [0.006, 0.009, 0.004], [-0.005, 0.003, -0.002], [-0.002, 0.001, -0.002], [0.012, -0.010, -0.005], [0.000, 0.002, 0.004], [-0.018, 0.000, 0.006], [-0.019, 0.007, 0.024], [0.001, 0.000, 0.001], [0.005, -0.006, 0.001], [-0.005, 0.004, 0.001], [0.000, -0.006, 0.000], [-0.022, -0.006, 0.009], [-0.002, -0.003, -0.001]], "homo_energy_ha": [-0.286, -0.286], "orbital_gap_ev": [6.198, 6.225], "total_charge": 0}



{"formula": "C35H22ClIMnN2O4PS2", "method": "ωB97M-V/def2-TZVPD", "symbols": ["I", "Mn", "Cl", "S", "S", "P", "O", "O", "O", "O", "N", "N", "C", "C", "C", "C", "C", "C", "C", "C", "C", "C", "C", "C", "C", "C", "C", "C", "C", "C", "C", "C", "C", "C", "C", "C", "C", "C", "C", "C", "C", "C", "C", "C", "C", "C", "C", "H", "H", "H", "H", "H", "H", "H", "H", "H", "H", "H", "H", "H", "H", "H", "H", "H", "H", "H", "H", "H", "H"], "xyz": [[4.9974, -0.1521, -2.4019], [0.5580, 0.3203, 0.3526], [4.5191, -5.3684, -0.2248], [-4.1737, -3.6673, 2.0918], [-2.1815, -2.0088, -1.0637], [-1.5770, 1.4190, -0.2140], [1.4648, 1.5579, 1.8494], [2.1782, 0.0012, -0.8314], [-5.0732, -2.8240, 2.8373], [-3.5703, -4.7733, 2.7931], [-3.0393, -2.7870, 1.3324], [0.9151, -1.7979, 0.6887], [-0.3579, 5.7089, 0.7397], [-2.6794, 1.1816, 1.2101], [-2.7335, 1.5788, -4.1013], [-1.1485, 3.1635, -0.0415], [-4.6115, 1.8780, 2.4806], [3.9498, -1.5223, -1.2541], [4.4848, -2.8171, -1.0961], [-4.9714, -4.2372, 0.6251], [0.6291, 2.1374, 1.1349], [-3.1947, 0.1248, 3.3126], [-2.6011, 1.3160, -1.7094], [2.5902, -3.4726, 0.2453], [-1.7873, 4.2603, -0.5694], [-6.0524, -5.0842, 0.4780], [-2.0056, 1.6431, -2.9234], [-4.3216, -3.6673, -0.4472], [1.8121, -4.3924, 0.9847], [3.8317, -3.7709, -0.3775], [2.0870, -2.1711, 0.1042], [-0.0439, 3.3192, 0.8605], [-4.0618, 1.1810, -4.0770], [-3.7985, 2.0053, 1.3696], [-4.6569, 0.8374, -2.8716], [-3.1691, -2.8099, 0.0160], [-1.3918, 5.5484, -0.1983], [-3.9289, 0.8999, -1.6932], [-6.4766, -5.3471, -0.8185], [-2.3831, 0.2530, 2.1922], [-5.8317, -4.7715, -1.9128], [-4.3092, 0.9291, 3.4545], [-4.7461, -3.9240, -1.7399], [0.6230, -4.0052, 1.5300], [0.3074, 4.6356, 1.2814], [2.7413, -1.1492, -0.6907], [0.2014, -2.6723, 1.3612], [-2.2571, 1.8330, -5.0395], [-5.4813, 2.5135, 2.5876], [-1.8886, 6.4136, -0.6150], [-2.6111, 4.1256, -1.2627], [-0.0067, -4.6905, 2.0803], [-0.7478, -2.3545, 1.7709], [-4.6306, 1.1264, -4.9967], [-2.9672, -0.6292, 4.0536], [5.4297, -3.0556, -1.5649], [1.1104, 4.7785, 1.9913], [-6.1849, -4.9951, -2.9117], [-0.0706, 6.7083, 1.0464], [-6.5468, -5.5254, 1.3325], [-4.3890, 0.5850, -0.7672], [-5.6859, 0.5029, -2.8459], [-1.5367, -0.4165, 2.0860], [-4.0220, 2.7635, 0.6280], [-7.3182, -6.0079, -0.9831], [-4.2246, -3.4664, -2.5705], [-4.9566, 0.8103, 4.3132], [2.1734, -5.4061, 1.0982], [-0.9659, 1.9496, -2.9596]], "forces_ev_per_a": [[0.020, 0.150, -0.071], [0.085, -0.372, -0.263], [0.000, 0.023, -0.006], [0.142, 0.019, -0.008], [0.086, 0.084, -0.168], [0.073, -0.003, 0.036], [0.010, 0.073, 0.296], [0.003, 0.074, -0.026], [-0.009, -0.027, 0.082], [-0.036, 0.003, 0.049], [0.068, 0.105, -0.027], [-0.094, 0.180, 0.151], [0.083, -0.002, 0.069], [-0.250, 0.217, -0.098], [0.020, 0.003, -0.032], [0.003, 0.004, -0.109], [0.053, -0.090, 0.017], [0.108, -0.302, 0.011], [0.034, 0.087, -0.043], [-0.231, -0.157, -0.004], [0.047, 0.090, -0.194], [0.017, -0.050, 0.011], [-0.092, 0.027, 0.061], [0.104, -0.154, -0.016], [-0.084, 0.106, 0.017], [0.020, 0.040, -0.125], [0.044, 0.071, -0.080], [0.172, 0.110, -0.016], [0.097, -0.072, -0.018], [-0.146, 0.032, 0.065], [-0.147, 0.069, 0.001], [0.024, -0.012, 0.147], [-0.051, -0.014, 0.014], [0.031, 0.045, 0.059], [0.047, 0.013, -0.013], [-0.093, -0.114, 0.279], [0.002, -0.033, -0.003], [0.007, -0.089, -0.023], [-0.012, -0.013, -0.012], [0.000, -0.195, 0.051], [-0.028, -0.018, 0.004], [-0.053, 0.060, -0.059], [0.014, 0.002, 0.054], [-0.050, 0.168, -0.042], [-0.062, 0.065, -0.082], [-0.120, -0.044, 0.081], [0.200, -0.194, 0.008], [-0.002, 0.001, -0.006], [-0.003, 0.006, 0.013], [-0.006, 0.008, -0.003], [0.016, -0.019, -0.011], [-0.006, 0.005, -0.012], [-0.038, 0.010, -0.039], [0.008, 0.000, -0.011], [-0.014, -0.015, -0.007], [0.002, -0.018, 0.005], [0.021, -0.009, 0.013], [0.000, 0.004, -0.009], [-0.018, 0.011, -0.016], [0.006, 0.008, 0.035], [0.006, 0.028, 0.041], [-0.009, -0.004, -0.004], [-0.012, 0.060, -0.070], [0.016, -0.028, -0.023], [-0.010, -0.006, -0.004], [-0.006, -0.007, -0.013], [0.005, -0.003, 0.026], [-0.019, 0.005, 0.008], [0.006, -0.001, 0.064]], "homo_energy_ha": [-0.128, -0.193], "multiplicity": 6, "orbital_gap_ev": [5.734, 7.409], "total_charge": -1}



The records above yield total energy values of -156658.62683 -130727.63188 eV, respectively.